[1]
Molecular formula: C14H40InN2Na4O9P
Method: DFT, the ωB97M-V functional and the def2-TZVPD basis

XYZ file:
```
71
Properties=species:S:1:pos:R:3:lowdin_charge:R:1
In -4.395 7.079 -0.903 1.04
Na 0.002 5.374 -5.091 0.90
Na -3.666 1.276 1.292 0.86
Na -4.279 1.591 -3.385 0.87
Na 1.348 6.330 -0.170 0.90
P -1.308 3.408 -1.574 -0.06
O 0.137 3.771 -2.045 -0.28
O -1.535 4.317 -0.300 -0.28
O -1.699 1.927 -1.459 -0.39
O -2.216 4.113 -2.606 -0.29
C 2.249 -1.023 2.322 -0.03
C 0.788 -1.404 2.729 -0.39
C 0.834 -1.875 4.220 -0.16
O 1.602 -3.033 4.449 -0.11
C 2.319 -3.085 5.644 -0.06
N -0.064 -0.253 2.750 0.03
H 2.721 -0.251 2.929 0.09
H 2.185 -0.630 1.307 0.07
H 2.934 -1.865 2.225 0.09
H 0.351 -2.091 2.005 0.15
H -0.152 -2.190 4.562 0.15
H 1.173 -1.051 4.849 0.13
H 2.721 -4.089 5.783 0.11
H 1.762 -2.826 6.545 0.11
H 3.163 -2.406 5.521 0.11
H 0.112 0.382 3.515 0.08
H 0.163 0.144 1.849 0.07
C -3.347 -4.754 -2.978 -0.03
C -3.282 -3.433 -2.132 -0.41
C -3.761 -3.541 -0.700 -0.26
O -2.938 -4.381 0.000 -0.17
C -3.307 -4.635 1.357 -0.06
N -1.916 -2.918 -2.230 0.07
H -2.724 -4.665 -3.868 0.08
H -4.345 -5.079 -3.273 0.08
H -2.857 -5.503 -2.355 0.08
H -3.884 -2.752 -2.733 0.12
H -4.832 -3.740 -0.740 0.14
H -3.688 -2.585 -0.182 0.10
H -4.298 -5.084 1.304 0.09
H -3.550 -3.740 1.930 0.08
H -2.708 -5.329 1.947 0.10
H -1.402 -3.404 -1.509 0.08
H -1.915 -1.979 -1.858 0.06
C 6.593 1.969 -2.520 -0.07
C 5.156 2.168 -2.970 -0.34
O 4.633 3.298 -2.361 -0.05
H 7.147 1.298 -3.178 0.08
H 6.589 1.465 -1.554 0.08
H 7.227 2.844 -2.661 0.09
H 4.555 1.259 -2.963 0.12
H 5.260 2.391 -4.031 0.11
H 3.688 3.222 -2.512 0.07
C -1.275 3.621 6.555 -0.07
C -2.091 4.210 5.377 -0.31
O -1.154 4.281 4.328 -0.10
H -1.064 2.561 6.415 0.07
H -1.781 3.650 7.519 0.08
H -0.359 4.197 6.691 0.08
H -2.668 5.102 5.621 0.12
H -2.724 3.369 5.093 0.09
H -1.542 4.507 3.480 0.06
C 1.511 -0.398 -7.085 -0.06
C 1.090 -0.011 -5.686 -0.36
O 1.180 1.363 -5.397 -0.10
H 0.877 0.347 -7.565 0.08
H 1.264 -1.417 -7.383 0.09
H 2.560 -0.118 -7.181 0.09
H 1.710 -0.532 -4.957 0.11
H 0.056 -0.332 -5.553 0.10
H 1.063 1.566 -4.466 0.06
```

As for the relative energy (zero: lowest compared OMol25 entry of this formula, charge and spin): 21.3 kJ/mol. The value obtained for the calculated total energy is -2523.240276 Ha. Its maximum force is 3.113 eV/A. Its charge is +4. The LUMO energy comes out at -14.89 eV.

=====

[2]
Molecular formula: C14H40N8O22S2
Method: DFT, the ωB97M-V functional and the def2-TZVPD basis

XYZ file:
```
86
Properties=species:S:1:pos:R:3:lowdin_charge:R:1
C -1.340 -3.290 4.883 0.06
N -0.270 -2.999 3.886 -0.43
O 0.792 -2.568 4.293 0.05
O -0.542 -3.211 2.725 0.07
H -1.316 -4.355 5.085 0.10
H -2.280 -2.972 4.444 0.09
H -1.131 -2.711 5.775 0.09
C 2.344 -3.673 0.897 0.03
N 3.199 -3.951 -0.289 -0.44
O 3.529 -2.989 -0.952 0.06
O 3.519 -5.100 -0.505 0.08
H 3.011 -3.279 1.661 0.10
H 1.954 -4.605 1.292 0.09
H 1.563 -2.987 0.610 0.07
C 3.345 1.319 2.714 0.05
N 2.155 2.151 3.012 -0.40
O 1.299 2.204 2.139 0.00
O 2.067 2.674 4.094 0.09
H 3.118 0.282 2.945 0.10
H 4.163 1.679 3.329 0.10
H 3.576 1.453 1.665 0.09
C -1.320 4.222 1.696 0.05
N -1.541 3.501 0.411 -0.41
O -1.872 2.335 0.492 0.04
O -1.313 4.079 -0.630 0.08
H -2.239 4.292 2.265 0.09
H -0.906 5.197 1.463 0.09
H -0.578 3.623 2.220 0.08
C 0.578 0.212 6.539 0.05
N -0.600 0.424 5.670 -0.42
O -1.691 0.191 6.130 0.08
O -0.383 0.847 4.546 0.04
H 1.363 -0.270 5.962 0.09
H 0.290 -0.304 7.444 0.10
H 0.979 1.197 6.790 0.11
C -3.540 1.576 3.425 0.04
N -3.454 0.324 2.643 -0.43
O -2.838 -0.594 3.150 0.04
O -3.994 0.295 1.558 0.07
H -4.079 2.298 2.825 0.09
H -2.532 1.926 3.621 0.08
H -4.040 1.314 4.353 0.10
C 2.246 3.465 -0.981 0.06
N 2.404 4.348 0.223 -0.43
O 1.576 5.213 0.397 0.06
O 3.341 4.120 0.965 0.05
H 1.373 2.848 -0.795 0.07
H 3.165 2.906 -1.096 0.10
H 2.105 4.122 -1.834 0.10
C -0.278 -0.109 1.582 0.03
N 0.875 -0.016 0.666 -0.41
O 1.893 -0.565 1.060 0.03
O 0.774 0.583 -0.376 0.06
H -1.196 -0.038 1.011 0.08
H -0.193 0.778 2.206 0.06
H -0.152 -0.976 2.211 0.07
O -3.200 1.252 -6.069 -0.28
S -2.191 0.256 -5.899 0.56
O -0.948 0.364 -6.583 -0.26
O -1.826 0.174 -4.356 -0.27
C -2.934 0.215 -3.426 -0.24
C -2.372 0.417 -2.034 -0.07
C -2.903 -1.337 -6.176 -0.11
H -3.523 -0.701 -3.472 0.12
H -3.562 1.066 -3.690 0.12
H -1.727 1.280 -1.927 0.07
H -1.864 -0.487 -1.683 0.06
H -3.201 0.509 -1.324 0.08
H -2.967 -1.478 -7.251 0.08
H -3.889 -1.342 -5.723 0.07
H -2.225 -2.066 -5.733 0.05
O -0.320 -3.028 -4.715 -0.28
S 0.799 -3.014 -3.828 0.56
O 1.329 -4.215 -3.295 -0.26
O 2.007 -2.293 -4.561 -0.25
C 1.658 -1.226 -5.472 -0.27
C 2.947 -0.568 -5.877 -0.06
C 0.496 -1.872 -2.497 -0.12
H 1.005 -0.512 -4.973 0.10
H 1.177 -1.624 -6.362 0.12
H 3.433 -0.149 -4.987 0.08
H 2.735 0.283 -6.522 0.08
H 3.646 -1.282 -6.304 0.08
H 1.497 -1.581 -2.177 0.06
H 0.024 -2.423 -1.690 0.08
H -0.079 -1.052 -2.911 0.04
```

The SMILES is CCOS(C)(=O)=O.CCOS(C)(=O)=O.C[N+](=O)[O-].C[N+](=O)[O-].C[N+](=O)[O-].C[N+](=O)[O-].C[N+](=O)[O-].C[N+](=O)[O-].C[N+](=O)[O-].C[N+](=O)[O-]. As for the relative energy (zero: lowest compared OMol25 entry of this formula, charge and spin): 0.0 kJ/mol. The value obtained for the calculated total energy is -3446.372346 Ha. Its maximum force is 1.061 eV/A. Its charge is 0. The LUMO energy comes out at -0.53 eV.

=====

[3]
Molecular formula: C14H40NO6S6
Method: DFT, the ωB97M-V functional and the def2-TZVPD basis

XYZ file:
```
67
Properties=species:S:1:pos:R:3:lowdin_charge:R:1
S 4.730 3.092 1.539 0.85
C 3.257 2.647 2.511 -0.64
C 2.341 1.655 1.815 -0.11
N 1.719 2.290 0.614 0.03
C 1.136 3.651 0.882 -0.08
C 1.916 4.488 1.895 -0.19
O 2.494 3.746 2.944 -0.13
H 4.067 3.384 0.418 -0.15
H 3.666 2.178 3.408 0.11
H 2.905 0.786 1.469 0.14
H 1.542 1.337 2.487 0.14
H 0.965 1.700 0.261 0.13
H 2.437 2.302 -0.166 0.06
H 0.112 3.494 1.222 0.13
H 1.099 4.151 -0.086 0.14
H 1.201 5.157 2.378 0.14
H 2.673 5.112 1.405 0.12
C 4.877 1.839 -3.468 -0.24
S 3.340 2.226 -2.658 0.89
O 3.498 1.772 -1.217 -0.58
C 2.305 0.997 -3.424 -0.24
H 5.637 2.516 -3.084 0.06
H 5.151 0.805 -3.263 0.07
H 4.736 2.006 -4.535 0.07
H 2.729 0.010 -3.240 0.07
H 2.247 1.206 -4.492 0.07
H 1.321 1.107 -2.971 0.02
C -2.701 2.490 -0.731 -0.25
S -1.433 1.333 -1.239 0.83
O -0.276 2.168 -1.732 -0.58
C -2.255 0.700 -2.679 -0.26
H -2.350 3.022 0.150 0.04
H -2.883 3.191 -1.545 0.07
H -3.605 1.934 -0.485 0.06
H -2.463 1.533 -3.351 0.07
H -3.169 0.189 -2.382 0.06
H -1.604 -0.028 -3.155 0.04
C 6.595 -0.335 4.875 -0.28
S 7.192 -0.523 6.564 0.80
O 7.698 -1.911 6.666 -0.54
C 5.572 -0.510 7.343 -0.28
H 7.464 -0.368 4.222 0.05
H 5.926 -1.165 4.646 0.06
H 6.087 0.624 4.768 0.04
H 4.971 -1.318 6.927 0.06
H 5.098 0.459 7.188 0.05
H 5.731 -0.674 8.407 0.05
C -4.985 -3.508 -3.572 -0.27
S -3.253 -3.307 -3.195 0.82
O -2.836 -2.024 -3.842 -0.57
C -2.638 -4.620 -4.250 -0.27
H -5.519 -2.736 -3.025 0.02
H -5.128 -3.406 -4.648 0.06
H -5.318 -4.484 -3.219 0.06
H -2.953 -4.429 -5.275 0.06
H -3.023 -5.575 -3.894 0.06
H -1.553 -4.612 -4.182 0.05
C -8.707 -3.390 -0.555 -0.27
S -7.233 -2.837 0.302 0.82
O -6.169 -2.701 -0.734 -0.57
C -6.905 -4.375 1.163 -0.27
H -9.036 -2.571 -1.191 0.05
H -8.462 -4.262 -1.160 0.06
H -9.483 -3.624 0.174 0.06
H -6.791 -5.175 0.431 0.06
H -7.723 -4.586 1.850 0.06
H -5.980 -4.241 1.720 0.05
```

The value obtained for the calculated total energy is -3452.375388 Ha. Its maximum force is 0.617 eV/A. Its charge is +1. The LUMO energy comes out at -2.09 eV.

=====

[4]
Molecular formula: C14H41BClN2O8
Method: DFT, the ωB97M-V functional and the def2-TZVPD basis

XYZ file:
```
67
Properties=species:S:1:pos:R:3:lowdin_spin:R:1
O -0.385 1.035 1.747 0.00
H -0.421 1.696 1.052 0.00
H -1.110 1.279 2.328 0.00
H 0.478 1.089 2.162 0.00
Cl 2.049 3.988 2.392 0.00
O 1.391 2.949 3.075 0.00
O 3.117 3.417 1.619 0.00
O 1.111 4.721 1.522 0.00
O 2.642 4.952 3.290 0.00
B -2.140 1.943 3.579 0.00
H -1.701 0.998 3.858 0.00
H -1.439 2.763 3.546 0.00
H -2.739 1.880 2.684 0.00
H -2.812 2.227 4.374 0.00
C 2.289 -1.080 2.669 0.00
O 1.353 -0.994 3.743 0.00
H 2.734 -2.075 2.641 0.00
H 1.684 -1.106 1.764 0.00
H 2.973 -0.231 2.651 0.00
H 1.881 -1.296 4.485 0.00
C -0.160 3.208 -2.489 0.00
C 0.244 2.331 -1.334 0.00
C 1.717 2.250 -1.067 0.00
O 2.498 1.629 -2.076 0.00
C 3.532 0.851 -1.583 0.00
N -0.530 2.817 -0.152 0.00
H 0.459 2.887 -3.328 0.00
H 0.124 4.242 -2.296 0.00
H -1.212 3.201 -2.773 0.00
H -0.195 1.380 -1.637 0.00
H 1.885 1.761 -0.107 0.00
H 2.078 3.273 -0.959 0.00
H 4.161 0.630 -2.444 0.00
H 3.157 -0.017 -1.040 0.00
H 4.082 1.473 -0.876 0.00
H -0.250 3.780 -0.033 0.00
H -1.429 2.916 -0.602 0.00
C -2.586 -0.056 -0.734 0.02
C -1.967 -1.494 -0.501 0.04
C -2.783 -2.397 -1.549 0.00
C -2.177 -3.799 -1.711 0.00
C -0.737 -3.556 -2.347 0.00
C 0.122 -2.735 -1.459 0.05
N -0.559 -1.478 -1.053 0.65
O 0.204 -0.569 -0.353 0.12
C 0.528 -3.501 -0.268 0.04
C 1.324 -2.237 -2.257 0.01
C -2.120 -1.897 0.949 0.03
H -3.668 -0.163 -0.807 0.00
H -2.278 0.442 -1.653 0.00
H -2.413 0.574 0.139 0.00
H -3.827 -2.432 -1.238 0.00
H -2.906 -1.884 -2.503 0.00
H -2.850 -4.238 -2.448 0.00
H -2.275 -4.296 -0.746 0.00
H -0.797 -3.153 -3.358 0.00
H -0.364 -4.578 -2.399 0.00
H 1.318 -4.192 -0.561 0.01
H 0.948 -2.875 0.519 0.00
H -0.233 -4.004 0.330 0.00
H 1.827 -3.070 -2.748 0.00
H 1.203 -1.519 -3.069 0.00
H 2.141 -1.866 -1.638 0.00
H -1.974 -2.946 1.206 0.00
H -3.123 -1.663 1.306 0.00
H -1.470 -1.293 1.582 0.00
H 0.382 0.104 -1.014 0.02
```

Its spin multiplicity is 2. The value obtained for the calculated total energy is -1753.844381 Ha. The expectation value of S² is 0.754. Its maximum force is 4.637 eV/A. Its charge is 0. The LUMO energy (alpha / beta) comes out at -0.50 / -4.87 eV.